Molecular formula: C36H50N8O10P2RbS
Method: DFT, ωB97M-V/def2-TZVPD

Results
F_max ... 0.6 eV/Å
E_HOMO ... -0.187 Ha
Energy relative to the best compared isomer or geometry (same formula, charge and spin) ... 71.2 kJ/mol
Net charge ... -1
Total energy ... -3697.76151 Ha
Multiplicity ... 1
LUMO energy ... 0.062 hartree
Orbital gap ... 6.77 eV

Last column: Mulliken charge in e.
CARTESIAN COORDINATES (ANGSTROEM)
Rb: -0.02028 0.62971 -0.41454  1.284
C: -0.45156 -3.80573 1.78852  -0.693
N: -0.73614 -2.43620 2.18078  -0.032
C: -1.77041 -2.31346 3.18283  -0.640
C: -2.23130 -0.89456 3.27767  0.333
N: -2.34570 -0.08070 2.27479  -0.499
C: -2.83656 1.10239 2.82041  0.255
C: -3.15738 2.30201 2.19446  -0.126
C: -3.63323 3.33173 2.98397  -0.588
C: -3.78529 3.18046 4.37025  -0.337
C: -3.47443 1.99132 5.00757  -1.178
C: -3.00400 0.96073 4.20255  0.457
N: -2.60982 -0.33844 4.47240  -0.111
C: 0.12762 -3.83634 0.41146  0.377
N: -0.52158 -3.46368 -0.65078  -0.766
C: 0.36691 -3.64623 -1.70327  0.820
C: 0.19391 -3.41526 -3.06591  -0.528
C: 1.25346 -3.69477 -3.90528  -0.520
C: 2.46845 -4.19420 -3.40991  -0.443
C: 2.65550 -4.43444 -2.06171  -1.026
C: 1.58203 -4.15121 -1.22437  0.484
N: 1.39811 -4.27091 0.14158  -0.115
H: -1.35874 -4.42967 1.78048  0.348
H: 0.24565 -4.26575 2.49740  0.266
H: -0.98818 -1.88982 1.36545  0.055
H: -1.38649 -2.63847 4.15620  0.291
H: -2.64338 -2.95024 2.95755  0.389
H: -3.01470 2.42623 1.13003  0.242
H: -3.89274 4.27323 2.51503  0.421
H: -4.16096 4.01058 4.95606  0.415
H: -3.59754 1.87414 6.07720  0.383
H: -2.55827 -0.78256 5.37033  0.196
H: -0.73468 -3.00337 -3.43683  0.419
H: 1.15764 -3.50600 -4.96659  0.355
H: 3.27944 -4.38465 -4.10132  0.398
H: 3.59470 -4.81792 -1.68210  0.404
H: 2.08445 -4.53428 0.82473  0.206
C: 4.33672 -0.93965 -1.26789  -1.158
C: 3.43245 -0.64126 -2.41230  -0.389
N: 2.14408 -0.43037 -2.32786  0.639
C: 1.71192 -0.22301 -3.61884  1.408
C: 2.76572 -0.31296 -4.49278  -0.398
N: 3.84898 -0.56909 -3.70413  0.187
C: 2.94033 -0.21811 -5.98457  0.589
O: 1.88267 -0.00881 -6.64692  -0.818
O: 4.09941 -0.34300 -6.39827  -0.770
C: 0.27437 0.02886 -3.88489  -0.084
O: -0.08374 0.19755 -5.13014  -0.651
O: -0.52039 0.06825 -2.95743  -0.730
H: 3.89176 -0.52569 -0.36568  -0.116
H: 5.32207 -0.49231 -1.41394  0.395
H: 4.46778 -2.01800 -1.14666  0.293
H: 4.76693 -0.69431 -4.10202  0.206
H: 0.73731 0.14745 -5.78798  0.451
C: 0.87525 5.92800 3.65035  -1.309
C: -0.37618 5.30362 3.06275  0.561
C: -0.87907 6.01879 1.82532  -0.939
O: -0.20343 3.88705 2.82993  -0.067
P: 0.87342 3.02989 2.06655  -0.029
O: 0.43426 1.62803 2.02530  -0.336
C: 1.21498 3.79834 0.47000  1.012
P: 2.48780 2.91367 -0.45015  -0.823
O: 2.67950 1.52677 0.00178  -0.397
O: 3.75032 3.86877 -0.24262  -0.230
C: 5.05626 3.39251 -0.66060  1.016
C: 5.89278 4.62002 -0.95308  -1.526
C: 5.66083 2.52996 0.43006  -1.130
O: 2.16092 2.90330 -1.98756  0.152
C: 1.77480 3.89064 -2.98754  0.618
C: 2.32880 5.26659 -2.68111  -1.231
C: 0.27377 3.88223 -3.15941  -1.190
O: 2.26744 3.26040 2.81318  -0.092
C: 2.62298 2.38475 3.91426  0.566
C: 3.52389 3.18799 4.82820  -1.416
C: 3.29747 1.13970 3.37331  -1.137
H: 0.67396 6.97330 3.89066  0.549
H: 1.70567 5.89209 2.94319  0.187
H: 1.17828 5.41305 4.56212  0.193
H: -1.16897 5.31406 3.81260  0.433
H: -0.07827 6.22485 1.11329  0.184
H: -1.31359 6.97611 2.11780  0.481
H: -1.65184 5.44148 1.32142  -0.151
H: 1.54261 4.82821 0.61714  0.543
H: 0.26267 3.79780 -0.07904  -0.901
H: 4.92758 2.80240 -1.57416  0.058
H: 5.98655 5.22673 -0.05061  0.312
H: 5.44246 5.22987 -1.73458  0.353
H: 6.89048 4.32169 -1.27780  0.395
H: 5.75928 3.11345 1.34828  0.250
H: 6.65229 2.18942 0.12462  0.509
H: 5.02894 1.66595 0.62449  0.020
H: 2.24350 3.50028 -3.89229  0.437
H: 1.91060 5.66237 -1.75316  0.149
H: 2.04769 5.94312 -3.48886  0.511
H: 3.41429 5.25455 -2.59996  0.128
H: -0.23714 4.34833 -2.31781  0.199
H: -0.10217 2.86469 -3.26503  0.128
H: 0.01694 4.43499 -4.06467  0.463
H: 1.70504 2.10758 4.44084  0.324
H: 4.41526 3.50381 4.28280  0.253
H: 3.83495 2.57755 5.67741  0.396
H: 3.01498 4.07555 5.20299  0.310
H: 4.23550 1.40854 2.88436  0.096
H: 2.65417 0.64635 2.64760  0.177
H: 3.51370 0.45116 4.19330  0.544
S: -3.41024 5.46086 -0.95845  -0.471
C: -2.42122 4.16579 -0.74639  0.211
N: -1.69319 3.26612 -0.57025  -0.593

---

Molecular formula: C36H51F21O20
Method: DFT, ωB97M-V/def2-TZVPD

Results
Structure (SMILES) ... CCOC(=O)C(F)(F)F.CCOC(=O)C(F)(F)F.CCOC(=O)C(F)(F)F.CCOC(=O)C(F)(F)F.CCOC(=O)C(F)(F)F.CCOC(=O)C(F)(F)F.CCOC(=O)C(F)(F)F.CCOC(=O)OC.CCOC(=O)OC
F_max ... 2.5 eV/Å
E_HOMO ... -0.398 Ha
Energy relative to the best compared isomer or geometry (same formula, charge and spin) ... 173.5 kJ/mol
Net charge ... 0
Total energy ... -5004.44497 Ha
Multiplicity ... 1
LUMO energy ... 0.013 hartree
Orbital gap ... 11.17 eV

Last column: Mulliken charge in e.
CARTESIAN COORDINATES (ANGSTROEM)
C: -2.86809 -1.48364 2.22925  -1.439
C: -2.18607 -0.54351 1.26003  0.903
O: -0.84475 -1.03795 1.14312  0.932
C: 0.09718 -0.29936 0.54578  -0.573
O: -0.07262 0.75980 -0.00855  -0.518
O: 1.20730 -1.02335 0.48690  0.080
C: 2.28364 -0.65208 -0.34832  -0.960
H: -2.37499 -1.29199 3.19387  0.238
H: -2.54158 -2.52326 2.11716  0.287
H: -3.94403 -1.43111 2.34769  0.505
H: -2.16013 0.47081 1.65404  -0.109
H: -2.68050 -0.53162 0.28926  -0.563
H: 2.40949 0.43078 -0.39937  0.065
H: 1.96608 -0.87522 -1.37660  0.523
H: 3.20092 -1.16963 -0.13060  0.424
C: 1.60080 -0.78071 -6.75835  -1.009
C: 0.69760 0.33552 -6.25821  0.334
O: -0.44628 -0.15213 -5.58201  -0.384
C: -0.38110 -0.36339 -4.25468  0.524
O: 0.60633 -0.20016 -3.57179  -0.417
O: -1.65229 -0.45173 -3.81540  -0.414
C: -1.86682 -0.53116 -2.40171  0.170
H: 1.84084 -1.47005 -5.95194  0.137
H: 2.51564 -0.27841 -7.08705  0.309
H: 1.18144 -1.30966 -7.60995  0.404
H: 0.35472 0.92243 -7.11278  0.313
H: 1.25905 1.07629 -5.68682  -0.227
H: -2.35211 0.36152 -2.01872  0.213
H: -0.97840 -0.78215 -1.82708  -0.132
H: -2.49819 -1.41996 -2.28774  0.114
C: 1.21547 5.40675 1.00332  -1.260
C: -0.14548 5.05290 0.44592  0.683
O: -0.33243 5.72231 -0.80871  -0.335
C: -1.43119 5.45752 -1.48850  0.439
O: -2.38812 4.96190 -1.02070  -0.508
C: -1.39787 5.90681 -2.95063  0.778
F: -0.25126 6.53063 -3.25303  -0.246
F: -1.52218 4.87231 -3.79008  -0.225
F: -2.41405 6.75461 -3.16312  -0.252
H: 1.29231 6.41723 1.40279  0.390
H: 1.93128 5.45910 0.16939  0.408
H: 1.61005 4.58325 1.59233  0.144
H: -0.98209 5.18199 1.12370  0.300
H: -0.11986 3.97042 0.28561  -0.308
C: -5.15935 1.61082 3.27166  -0.816
C: -5.71953 2.20534 1.99145  -0.275
O: -6.06966 1.17984 1.07341  -0.292
C: -5.27973 0.93610 0.06190  0.382
O: -4.25118 1.46001 -0.22673  -0.501
C: -5.77263 -0.29127 -0.73163  0.990
F: -5.25660 -1.38514 -0.15998  -0.181
F: -7.09860 -0.34227 -0.73057  -0.262
F: -5.37026 -0.30321 -1.96755  -0.271
H: -4.26986 1.00045 3.12397  0.011
H: -5.89331 1.00834 3.81044  0.380
H: -4.97584 2.45071 3.94282  0.342
H: -5.11084 3.01079 1.59251  0.314
H: -6.64677 2.67582 2.32360  0.295
C: 1.81051 1.32228 3.12219  0.001
C: 1.61098 2.28874 4.26406  -0.663
O: 0.45072 3.13644 4.10906  -0.274
C: -0.77136 2.68067 3.99097  0.574
O: -1.15105 1.55587 4.09477  -0.599
C: -1.75572 3.85579 3.68162  0.802
F: -2.60661 4.02046 4.72059  -0.310
F: -1.13923 5.00620 3.48052  -0.261
F: -2.49640 3.50201 2.62013  -0.173
H: 2.73981 0.80141 3.36182  0.341
H: 1.89581 1.69058 2.10084  0.113
H: 1.02290 0.56955 3.07016  -0.251
H: 2.49624 2.91963 4.30619  0.349
H: 1.52952 1.82835 5.24733  0.339
C: 1.29435 -2.77881 5.50044  -1.541
C: 0.52431 -2.37255 4.25213  0.531
O: 0.33564 -3.51053 3.39028  -0.306
C: 1.21059 -3.73085 2.43030  0.539
O: 2.26132 -3.17268 2.28337  -0.570
C: 0.72819 -4.85209 1.48279  0.888
F: 0.49452 -4.30626 0.25824  -0.186
F: 1.72814 -5.73070 1.29861  -0.284
F: -0.33908 -5.49029 1.92103  -0.254
H: 1.07117 -3.75710 5.90457  0.337
H: 1.20638 -1.95474 6.22099  0.436
H: 2.37473 -2.66864 5.33949  0.360
H: 1.06384 -1.59196 3.72045  -0.104
H: -0.48099 -2.08781 4.54956  0.277
C: 2.59079 2.33979 -3.07135  -0.448
C: 3.94806 1.83093 -3.45440  -0.118
O: 3.77344 0.50950 -3.99886  -0.124
C: 4.81525 -0.23818 -4.26447  0.434
O: 5.91894 0.14317 -4.43560  -0.532
C: 4.51259 -1.74679 -4.31051  0.753
F: 3.45310 -2.09249 -3.59200  -0.125
F: 4.32489 -2.17981 -5.57010  -0.284
F: 5.60627 -2.39648 -3.86944  -0.280
H: 2.27568 1.86291 -2.14144  -0.222
H: 1.83057 2.22033 -3.83411  -0.060
H: 2.56359 3.41409 -2.86789  0.491
H: 4.72009 1.90361 -2.68806  0.220
H: 4.36985 2.42999 -4.27259  0.396
C: -2.98009 -4.15949 -0.48985  -0.416
C: -4.46621 -4.18510 -0.25842  -0.321
O: -5.02076 -5.48292 -0.53415  -0.338
C: -4.99308 -6.35523 0.42182  0.371
O: -4.54859 -6.19886 1.50074  -0.506
C: -5.66307 -7.69899 0.07252  0.819
F: -4.82093 -8.72573 0.25479  -0.248
F: -6.73769 -7.89814 0.84186  -0.247
F: -6.03478 -7.70623 -1.22290  -0.255
H: -2.37618 -4.64445 0.27389  0.182
H: -2.65185 -3.11200 -0.52614  -0.181
H: -2.69071 -4.52895 -1.47544  0.455
H: -4.95937 -3.51793 -0.96521  0.266
H: -4.79562 -3.74159 0.68391  0.381
C: 6.52580 -1.19144 -0.50797  -1.412
C: 5.72144 0.01065 -0.94065  0.782
O: 5.91318 1.12376 -0.05114  -0.356
C: 5.23747 1.13918 1.06441  0.475
O: 4.45209 0.32030 1.38866  -0.401
C: 5.60736 2.32646 1.97005  0.734
F: 5.59190 3.49824 1.25551  -0.268
F: 4.63031 2.45021 2.91965  -0.195
F: 6.77824 2.14100 2.55376  -0.251
H: 6.05730 -1.74160 0.31139  0.315
H: 7.49280 -0.85406 -0.13818  0.376
H: 6.59965 -1.89621 -1.33531  0.378
H: 4.68696 -0.20664 -1.22663  -0.606
H: 6.06850 0.41317 -1.89574  0.398

---

- Among the records above, which one has the highest net charge?
  C36H51F21O20

---

- Number 2 is which compound?
  C36H51F21O20